*1*
The following is a DFT calculation (ωB97M-V/def2-TZVPD) of the molecule C7H12.

Calculated values
LUMO = 1.2 eV
charge = 0
gap between HOMO and LUMO = 10.73 eV
SMILES = CC[C@H]1C[C@H]2C[C@@H]12
HOMO energy = -9.51 eV

```
19
C7H12 (ωB97M-V/def2-TZVPD)
C -1.72125 -2.11795 0.32992
C -1.19453 -0.65415 0.49022
C 0.37302 -0.34894 0.25608
C 0.54998 0.11121 -1.20591
C 1.38224 1.29701 -0.78602
C 0.77981 2.15283 0.31293
C 1.45478 0.89332 0.66089
H -2.82026 -2.14575 0.45004
H -1.31583 -2.79574 1.08583
H -1.53428 -2.55834 -0.65868
H -1.75258 -0.10271 -0.28552
H -1.59573 -0.28742 1.43805
H 1.09496 -1.06512 0.60401
H -0.38426 0.39234 -1.70485
H 1.06736 -0.63295 -1.81566
H 2.17394 1.71709 -1.39608
H 1.28560 3.09395 0.51060
H -0.27978 2.13631 0.53639
H 2.43681 0.91501 1.17778
```

---

*2*
The following is a DFT calculation (ωB97M-V/def2-TZVPD) of the molecule C7H12.

Calculated values
LUMO = 1.2 eV
charge = 0
gap between HOMO and LUMO = 10.97 eV
SMILES = CC1CC2(CC2)C1
HOMO energy = -9.80 eV

```
19
C7H12 (ωB97M-V/def2-TZVPD)
C -2.59524 0.08691 0.02308
C -1.14541 -0.36696 0.01407
C -0.18695 0.23012 -1.04550
C 0.90451 0.14388 0.01184
C 1.99467 -0.87853 -0.04199
C 2.32357 0.59615 -0.03229
C -0.16273 0.15416 1.10136
H -3.02683 0.03169 -0.98369
H -2.67501 1.12663 0.36166
H -3.21346 -0.53162 0.68316
H -1.08286 -1.46110 -0.04057
H -0.04071 -0.31135 -1.98651
H -0.45578 1.27304 -1.26198
H 2.13001 -1.43447 -0.96696
H 2.19954 -1.44816 0.86201
H 2.67931 1.03756 -0.96050
H 2.77657 1.01271 0.86370
H -0.44321 1.17511 1.39324
H 0.01999 -0.43579 2.00586
```

---

*3*
The following is a DFT calculation (ωB97M-V/def2-TZVPD) of the molecule C7H12.

Calculated values
LUMO = 0.9 eV
charge = 0
gap between HOMO and LUMO = 9.78 eV
SMILES = CC=C=CCCC
HOMO energy = -8.86 eV

```
19
C7H12 (ωB97M-V/def2-TZVPD)
C -3.03489 0.15787 0.21319
C -1.72417 -0.10786 -0.52071
C -0.71770 1.01949 -0.21376
C 0.51355 0.96493 -1.08922
C 1.58228 0.43286 -0.53914
C 2.25527 -0.57816 -0.04634
C 3.28961 -0.87109 1.00526
H -2.87712 0.14815 1.29863
H -3.40778 1.15211 -0.05899
H -3.80812 -0.57877 -0.02848
H -1.32527 -1.09235 -0.22544
H -1.91152 -0.17201 -1.60233
H -0.36395 0.91417 0.82083
H -1.22670 1.99326 -0.27914
H 1.77318 -1.45394 -0.47016
H 0.40974 1.03371 -2.17651
H 3.83165 0.00600 1.36638
H 4.01688 -1.64333 0.71543
H 2.72507 -1.32506 1.83049
```

---

*4*
The following is a DFT calculation (ωB97M-V/def2-TZVPD) of a 2-piece molecular cluster, C7H12 overall.

Calculated values
LUMO = 1.1 eV
charge = 0
gap between HOMO and LUMO = 9.97 eV
SMILES = CC1=CC1.C=CC
HOMO energy = -8.84 eV

```
19
C7H12 (ωB97M-V/def2-TZVPD)
C 1.73302 -0.80686 1.71687
C 1.51266 0.51667 1.03992
C 1.50871 0.68736 -0.27792
C -1.30332 -0.12256 -0.81586
C -1.35666 0.86417 -1.94129
C -1.19668 -0.62648 -1.99995
C -1.59835 -0.28875 0.62128
H 2.79795 -0.94368 1.93922
H 1.41949 -1.63804 1.07565
H 1.19075 -0.87740 2.66574
H 1.37359 1.38231 1.68801
H 1.38289 1.66724 -0.72835
H 1.61569 -0.15452 -0.95862
H -0.50631 1.52218 -2.14881
H -2.31821 1.32595 -2.18705
H -1.14518 -1.49658 -2.63572
H -2.67749 -0.45653 0.69737
H -1.08771 -1.15627 1.04987
H -1.34482 0.60178 1.19965
```

---

Result of the stability comparison: *4* is the least stable of them.

---

*1*
The following is a DFT calculation (ωB97M-V/def2-TZVPD) of C7H12 as an isolated structure.

Calculated values
LUMO (spin up / spin down) = -0.5 / 0.4 eV
charge = 0
gap between HOMO and LUMO (spin up / spin down) = 7.27 / 8.22 eV
HOMO energy (spin up / spin down) = -7.82 / -7.79 eV

```
19
C7H12 (ωB97M-V/def2-TZVPD)
C 1.06109 2.21984 -0.72471
C 0.37368 1.32405 -1.59827
C -0.06112 0.04762 -0.64004
C -0.84040 -1.18418 -1.20259
C -0.95584 -1.90017 0.05870
C -0.68844 -1.84329 1.27903
C -0.30908 -1.57911 2.54781
H 0.55246 3.04901 -0.24002
H 0.75889 0.74564 1.60169
H 2.13986 2.17825 -0.60037
H -0.55954 1.72587 -2.00028
H 1.00227 0.90027 -2.38537
H -0.66500 0.48980 0.14588
H 0.87031 -0.31592 -0.21423
H -1.80741 -0.89616 -1.62720
H -0.26216 -1.72207 -1.96057
H 0.50129 0.12377 1.99821
H 0.64013 -1.92998 2.94462
H -0.97390 -1.07731 3.24644
```

---

*2*
The following is a DFT calculation (ωB97M-V/def2-TZVPD) of the molecule C7H12.

Calculated values
LUMO = 1.0 eV
charge = 0
gap between HOMO and LUMO = 9.96 eV
SMILES = C=C(C)/C(C)=C\C
HOMO energy = -8.92 eV

```
19
C7H12 (ωB97M-V/def2-TZVPD)
C -0.12303 0.79737 -1.85649
C -1.31349 -1.82400 0.60867
C -0.20778 0.84475 -0.35792
C -0.98775 1.72045 0.29734
H 0.87159 1.10185 -2.19812
H -0.32101 -0.21533 -2.22502
H -1.27556 -2.83357 0.18698
H -1.91368 -1.20852 -0.06654
H -1.82692 -1.87641 1.57355
H -0.85584 1.46293 -2.32550
H -1.58833 2.45050 -0.23430
H -1.04096 1.72932 1.38155
C 2.01549 0.24497 0.62225
C 0.58234 -0.13846 0.36770
C 0.07921 -1.31093 0.80212
H 2.48392 0.65406 -0.27931
H 2.07169 1.00005 1.41381
H 2.61712 -0.61557 0.93487
H 0.73301 -1.98345 1.35435
```

---

*3*
The following is a DFT calculation (ωB97M-V/def2-TZVPD) of C7H12 as an isolated structure.

Calculated values
LUMO = -0.5 eV
charge = 0
gap between HOMO and LUMO = 6.24 eV
HOMO energy = -6.76 eV

```
19
C7H12 (ωB97M-V/def2-TZVPD)
C -0.90242 1.94231 0.67813
C -0.21269 0.93868 1.61607
C 1.10313 0.34850 0.94239
C 0.97023 -0.63501 -0.23327
C 0.58947 -1.95661 -0.27117
C -1.24076 -0.55295 -1.71760
C 0.09690 -0.42705 -1.41691
H -1.63021 2.60057 1.14154
H -0.16809 2.59696 0.21432
H -1.30304 1.26514 -0.03585
H -0.84318 0.13799 1.99034
H 0.17386 1.58669 2.44907
H 1.75755 1.17012 0.58134
H 1.57049 -0.29632 1.70132
H 1.15986 -2.79954 -0.69624
H -0.28849 -2.27244 0.29604
H -1.85703 -1.09744 -1.01646
H -1.58320 -0.69197 -2.71914
H 0.60781 -0.46092 -2.40338
```

---

*4*
The following is a DFT calculation (ωB97M-V/def2-TZVPD) of the molecule C7H12.

Calculated values
LUMO = 0.4 eV
charge = 0
gap between HOMO and LUMO = 9.94 eV
HOMO energy = -9.57 eV

```
19
C7H12 (ωB97M-V/def2-TZVPD)
C -2.78931 0.90010 0.23414
C -1.61976 0.36634 -0.58351
C -0.51830 -0.24519 0.27568
C 0.65197 -0.75264 -0.56593
C 1.84872 -2.21581 0.58848
C 1.95950 -0.97149 0.24171
C 2.98108 0.11512 0.36839
H -3.27721 0.09765 0.79821
H -2.44768 1.65168 0.95489
H -3.54286 1.36730 -0.40800
H -1.97786 -0.38310 -1.30107
H -1.18757 1.17930 -1.18112
H -0.91170 -1.09061 0.85334
H -0.17333 0.49005 1.01469
H 0.34760 -1.66814 -1.08987
H 0.92832 -0.03634 -1.34947
H 2.54504 1.02194 0.79883
H 3.35276 0.36966 -0.63021
H 3.83060 -0.19581 0.98081
```

---

Result of the stability comparison: *1* is the least stable of them.